No. 1
This record from the OMol25 dataset describes a molecular structure, C25H30IrN2O3PSe2. The level of theory is ωB97M-V with the def2-TZVPD basis set.

## Properties
Net charge = +2
DFT total energy = -6554.0193 Ha
Gap between HOMO and LUMO = 7.30 eV
Relative energy (zero: lowest compared OMol25 entry of this formula, charge and spin) = 6.8 kJ/mol
LUMO level = -6.62 eV

```
64
Properties=species:S:1:pos:R:3:lowdin_charge:R:1
Ir 1.02963 -1.21788 0.51307 0.813
O 3.05007 -1.90177 0.42227 -0.212
C 3.84229 -2.16414 1.62240 -0.167
C 4.53020 -0.87886 2.02304 -0.138
C 3.58878 0.33407 2.02237 -0.157
C 2.36737 0.14481 2.88161 -0.258
C 2.46763 0.45769 4.23169 0.010
C 1.41043 0.25272 5.09382 -0.007
C 0.24255 -0.27958 4.57169 -0.019
C 0.19089 -0.57974 3.23132 -0.139
N 1.22357 -0.37990 2.37656 -0.102
H 2.90420 -2.71466 -0.09375 0.106
H 4.57159 -2.93339 1.37596 0.139
H 3.17484 -2.54724 2.39710 0.127
H 5.34278 -0.67335 1.32519 0.131
H 4.98160 -1.03466 3.00515 0.133
H 3.30242 0.54369 0.99882 0.014
H 4.12556 1.21286 2.37779 0.133
H 3.40242 0.86825 4.58930 0.134
H 1.49505 0.49510 6.14442 0.129
H -0.62675 -0.46692 5.18510 0.125
H -0.70749 -0.98931 2.80353 0.036
Se -1.34922 -0.69897 0.29590 0.474
P -0.79755 1.39311 -0.06962 0.350
Se 1.30824 0.94071 -0.51534 0.565
C -1.68478 2.12447 -1.43746 -0.411
C -3.02066 1.79237 -1.65286 -0.102
C -3.72395 2.42299 -2.66689 -0.054
C -3.09346 3.37059 -3.46260 -0.044
C -1.75923 3.69340 -3.25123 -0.049
C -1.04975 3.07362 -2.23574 -0.084
C -0.99032 2.42018 1.38721 -0.401
C 0.10173 3.01337 2.01320 -0.103
C -0.09953 3.80145 3.13766 -0.055
C -1.38065 3.98806 3.63445 -0.044
C -2.47142 3.39234 3.00989 -0.048
C -2.28090 2.60956 1.88587 -0.078
H -3.51307 1.04444 -1.04161 0.093
H -4.76321 2.17624 -2.83617 0.117
H -3.64510 3.86076 -4.25347 0.119
H -1.27286 4.43021 -3.87553 0.119
H -0.01049 3.33481 -2.07172 0.104
H 1.10124 2.87059 1.62246 0.075
H 0.74446 4.27568 3.62013 0.116
H -1.53495 4.60572 4.50906 0.119
H -3.46907 3.54487 3.39822 0.119
H -3.13687 2.15329 1.40166 0.110
O 0.80511 -4.63146 -1.85189 0.101
C 0.40429 -3.49006 -1.72522 -0.579
O 0.94480 -2.59025 -0.98658 -0.231
C -0.79141 -3.03910 -2.56427 -0.180
N -1.32821 -4.27396 -3.24542 0.106
C -1.53725 -3.97617 -4.71990 -0.073
C -1.39362 -2.46295 -4.81937 -0.138
C -0.39437 -2.11488 -3.71908 -0.102
H -1.57050 -2.59061 -1.95074 0.113
H -2.17829 -4.61338 -2.80191 0.187
H -0.58970 -4.98311 -3.08016 0.159
H -2.51004 -4.35545 -5.01890 0.134
H -0.76525 -4.51096 -5.26760 0.140
H -2.35394 -1.97740 -4.63866 0.125
H -1.05004 -2.16613 -5.80770 0.129
H -0.43683 -1.07267 -3.40881 0.125
H 0.62701 -2.33307 -4.03770 0.141
```

---

No. 2
This record from the OMol25 dataset describes a single C25H30N2O5 molecule. The level of theory is ωB97M-V with the def2-TZVPD basis set.

## Properties
Net charge = 0
DFT total energy = -1456.3414 Ha
Gap between HOMO and LUMO = 7.95 eV
SMILES = CCOc1ccc([C@H]2/C(=C(/O)c3ccccc3)C(=O)C(=O)N2CCCN(C)C)cc1OC
Relative energy (zero: lowest compared OMol25 entry of this formula, charge and spin) = 317.3 kJ/mol
LUMO level = -0.35 eV

```
62
Properties=species:S:1:pos:R:3:lowdin_charge:R:1
C 4.37957 1.13180 1.19027 -0.060
C 3.65148 2.37248 0.68210 -0.237
O 2.66800 2.07431 -0.28822 -0.080
C 1.51454 1.43086 0.07585 -0.183
C 1.09591 1.29098 1.39312 -0.010
C -0.09637 0.67000 1.71801 -0.050
C -0.91351 0.16588 0.72167 -0.207
C -2.21174 -0.52986 1.05531 -0.180
C -3.32270 -0.20414 0.09625 -0.049
C -3.68180 1.00896 -0.42381 -0.196
O -4.62758 1.09530 -1.34639 0.128
C -2.99501 2.26680 -0.09401 -0.150
C -2.67201 2.61022 1.21546 -0.025
C -1.96713 3.77026 1.47277 -0.068
C -1.57095 4.59189 0.43015 -0.075
C -1.90894 4.26625 -0.87272 -0.066
C -2.62650 3.11526 -1.13550 -0.007
C -3.85991 -1.42476 -0.44424 -0.228
O -4.76851 -1.51463 -1.26509 0.096
C -3.05066 -2.55986 0.15746 -0.364
O -3.19545 -3.75048 -0.01228 0.106
N -2.11519 -1.97909 0.94608 0.008
C -1.20973 -2.75184 1.76816 -0.121
C -0.20658 -3.56458 0.94617 -0.147
C 0.71274 -2.66998 0.11797 -0.220
N 1.91103 -3.35734 -0.33477 -0.273
C 2.84438 -2.41026 -0.90887 -0.106
C 1.61161 -4.41605 -1.27855 -0.102
C -0.50527 0.29820 -0.59508 0.039
C 0.68973 0.91617 -0.94494 -0.182
O 0.90915 0.95770 -2.28642 -0.064
C 2.13857 1.38983 -2.82647 -0.071
H 4.83250 0.60084 0.35631 0.078
H 5.16078 1.42593 1.88545 0.078
H 3.69364 0.45667 1.69655 0.066
H 4.35261 3.02185 0.15036 0.126
H 3.22129 2.94422 1.51340 0.115
H 1.70168 1.68251 2.19414 0.108
H -0.38315 0.59113 2.75624 0.118
H -2.48791 -0.28288 2.09257 0.157
H -4.95371 0.17615 -1.55559 0.106
H -2.99974 1.98510 2.03075 0.120
H -1.72399 4.03476 2.49106 0.107
H -1.00829 5.49061 0.63477 0.103
H -1.61300 4.91144 -1.68625 0.106
H -2.89185 2.85233 -2.14770 0.123
H -0.68429 -2.05972 2.42913 0.123
H -1.80450 -3.44686 2.37279 0.133
H 0.40200 -4.15589 1.63173 0.123
H -0.76774 -4.24223 0.30399 0.100
H 1.04292 -1.83461 0.74338 0.114
H 0.14958 -2.24730 -0.73231 0.122
H 3.75257 -2.93617 -1.20047 0.083
H 3.10053 -1.66084 -0.16030 0.072
H 2.43580 -1.89512 -1.79324 0.086
H 0.99480 -5.17003 -0.79656 0.078
H 1.08548 -4.04647 -2.17247 0.093
H 2.54400 -4.88379 -1.59166 0.082
H -1.11288 -0.08254 -1.40119 0.146
H 2.97495 0.79454 -2.45322 0.091
H 2.04052 1.24099 -3.90190 0.095
H 2.32420 2.44507 -2.61919 0.093
```

---

No. 3
This record from the OMol25 dataset describes a single C25H30N4O4S molecule. The level of theory is ωB97M-V with the def2-TZVPD basis set.

## Properties
Net charge = 0
DFT total energy = -1888.7938 Ha
Gap between HOMO and LUMO = 8.49 eV
SMILES = C=CCn1c(SCCOc2ccc(OC)cc2)nnc1[C@@H](C)NC(=O)Cc1ccc(OC)cc1
Relative energy (zero: lowest compared OMol25 entry of this formula, charge and spin) = 246.8 kJ/mol
LUMO level = 0.60 eV

```
64
Properties=species:S:1:pos:R:3:lowdin_charge:R:1
C -0.14141 -3.43924 0.65611 0.026
C 0.47038 -2.82537 1.65039 -0.137
C 1.29659 -1.57638 1.53347 -0.157
N 1.42217 -1.10936 0.18007 0.003
C 0.60777 -0.21888 -0.45578 -0.612
S -0.71542 0.56218 0.34143 1.017
C -1.46117 1.41498 -1.08233 -0.396
C -2.00254 0.41485 -2.10170 -0.259
O -2.73792 -0.62780 -1.51134 -0.083
C -3.94297 -0.35776 -0.92086 -0.281
C -4.69055 0.80162 -1.09959 -0.019
C -5.91002 0.94257 -0.46725 -0.001
C -6.41518 -0.06102 0.35499 -0.284
O -7.62836 0.19024 0.93147 -0.092
C -8.18137 -0.79001 1.77362 -0.097
C -5.67003 -1.22214 0.53026 -0.018
C -4.44914 -1.36128 -0.10077 0.003
N 0.96861 -0.06422 -1.70221 0.035
N 2.02738 -0.86242 -1.90939 0.091
C 2.29178 -1.49881 -0.80205 -0.275
C 3.48762 -2.37410 -0.60221 -0.279
C 3.75979 -3.22798 -1.83126 -0.037
N 4.60594 -1.47201 -0.34789 0.117
C 4.81282 -0.96242 0.89166 -0.486
O 4.41933 -1.50742 1.90355 0.053
C 5.48037 0.40270 0.88909 -0.050
C 4.31949 1.32707 0.61337 -0.239
C 3.44605 1.66357 1.63725 -0.029
C 2.31861 2.42986 1.39894 -0.022
C 2.03674 2.86480 0.10872 -0.294
O 0.96037 3.62333 -0.24126 -0.104
C 0.11189 4.09408 0.77901 -0.099
C 2.90150 2.51481 -0.92879 -0.001
C 4.02352 1.75530 -0.67696 -0.040
H -0.71997 -4.33186 0.81685 0.055
H -0.10150 -3.08160 -0.35995 0.064
H 0.40701 -3.20402 2.66092 0.102
H 0.82911 -0.77656 2.11931 0.112
H 2.29790 -1.74976 1.94530 0.107
H -2.25483 2.02058 -0.64530 0.073
H -0.69802 2.04742 -1.53177 0.079
H -2.58868 0.94978 -2.86052 0.125
H -1.15889 -0.07747 -2.59280 0.107
H -4.34308 1.60038 -1.73649 0.108
H -6.49511 1.83860 -0.60183 0.119
H -8.36362 -1.72690 1.23668 0.094
H -7.53978 -0.98662 2.63910 0.094
H -9.13130 -0.38246 2.11633 0.092
H -6.02504 -2.02476 1.15685 0.103
H -3.86339 -2.25712 0.03207 0.119
H 3.36433 -2.99540 0.28959 0.148
H 3.79820 -2.59507 -2.71375 0.074
H 4.70289 -3.75529 -1.71584 0.081
H 2.96114 -3.95261 -1.96112 0.083
H 4.84374 -0.89151 -1.13970 0.136
H 5.91470 0.59758 1.86852 0.125
H 6.24453 0.47525 0.11664 0.120
H 3.64586 1.31315 2.63922 0.122
H 1.66403 2.66875 2.22198 0.106
H -0.63281 4.71251 0.28009 0.096
H 0.66027 4.70386 1.50404 0.098
H -0.38941 3.27132 1.29870 0.063
H 2.66628 2.84156 -1.92862 0.123
H 4.68046 1.50361 -1.49767 0.115
```